Molecular formula: C4H21N2O8
Method: DFT, wB97M-V/def2-TZVPD

Values from the calculation:
HOMO energy = -5.52 eV
E_tot = -23850.996 eV
Energy relative to the best compared isomer or geometry (same formula, charge and spin) = 219.10 kJ/mol
Frontier orbital gap = 0.308 Eh
F_max = 2.72 eV Å⁻¹
Charge = -1

Each line ends with the natural charge from an NBO analysis.
CARTESIAN COORDINATES (ANGSTROEM)
1 H -3.246 -0.191 1.992  0.438
2 O -2.062 -2.397 -2.288  -0.963
3 H 1.095 0.132 2.340  0.192
4 H 2.329 2.192 -1.841  0.456
5 H 0.757 -1.229 -0.398  0.235
6 H -3.614 -0.028 0.555  0.514
7 N -0.521 0.721 1.174  -0.667
8 C -1.032 0.840 -0.136  0.751
9 H -1.340 -1.607 1.040  0.177
10 H 1.310 1.161 -1.447  0.491
11 O -2.238 0.474 -0.329  -0.818
12 C 0.803 -1.270 0.692  -0.452
13 O -4.031 -0.004 1.470  -0.979
14 H 1.768 -1.714 0.939  0.199
15 O -0.347 -3.212 0.173  -0.738
16 O 0.739 0.108 -3.802  -0.975
17 H 0.138 2.920 1.922  0.478
18 H 0.441 -0.345 -3.003  0.465
19 H 1.266 0.816 -3.356  0.487
20 C 0.864 0.171 1.276  -0.222
21 H -1.152 0.240 1.790  0.366
22 H -0.323 -2.677 2.093  0.160
23 H 4.199 1.342 -0.255  0.480
24 H -1.102 3.619 1.787  0.466
25 H -2.048 -1.459 -2.033  0.484
26 N -0.198 1.168 -1.105  -0.999
27 H -0.752 -3.963 0.630  0.466
28 H -1.275 -2.705 -1.817  0.476
29 O 2.282 1.226 -1.869  -1.051
30 O 3.995 1.357 0.690  -0.946
31 O -0.434 3.482 2.475  -0.946
32 H -0.756 1.473 -1.894  0.373
33 H 1.531 0.809 0.707  0.215
34 C -0.322 -2.156 1.134  -0.078
35 H 3.275 0.704 0.694  0.466